1.
Computed, not measured: a 3-piece molecular cluster, C3H12NO2 overall at a distorted geometry, with ωB97M-V/def2-TZVPD.

Each line ends with the Löwdin charge.
Atoms and positions in Å:
C1 0.798 1.752 -1.317  0.037
C2 -0.355 1.043 -0.846  -0.146
C3 -1.669 1.300 -1.263  0.372
N1 -0.103 0.120 0.251  0.243
H1 0.600 2.735 -1.772  0.140
H2 1.545 2.031 -0.548  0.148
H3 1.415 1.302 -2.127  0.173
H4 -2.524 0.651 -1.101  0.136
H5 -1.888 2.112 -1.929  0.133
H6 0.624 -0.580 -0.045  0.158
H7 -0.870 -0.490 0.613  0.124
H8 0.284 0.625 1.064  0.207
H9 2.448 -2.110 1.272  0.090
H10 2.863 -1.633 -0.117  0.076
O1 2.293 -1.395 0.627  -0.042
H11 -1.041 -1.877 2.623  0.091
H12 -2.336 -1.817 1.865  0.090
O2 -1.378 -1.807 1.718  -0.029

Its expectation value of S² is 0.7526. Its spin multiplicity is 2. Its energy above the lowest of the compared OMol25 structures with the same formula, charge and spin is 69.7 kJ/mol. Its total charge is +2. Its HOMO-LUMO gap (alpha / beta) is 0.346 / 0.213 Eh. Its LUMO energy (alpha / beta) is -10.1 / -13.7 eV. The strongest force on any atom comes out at 2.314 eV/A. The energy is -325.96958 Eh. The calculation puts the HOMO energy (alpha / beta) at -19.53 / -19.51 eV.



2.
Computed, not measured: a 2-piece molecular cluster, CH2N4O overall at a distorted geometry, with ωB97M-V/def2-TZVPD.

Each line ends with the Löwdin charge.
Atoms and positions in Å:
C1 -1.136 -0.337 0.262  -0.109
H1 2.570 -0.303 -0.273  0.414
H2 -1.759 -1.237 0.074  0.138
N1 0.199 -0.355 0.210  -0.225
N2 -1.435 1.003 0.107  -0.035
N3 -0.344 1.745 -0.128  -0.022
N4 0.712 0.862 -0.168  -0.010
O1 1.193 -1.377 -0.085  -0.150

Its energy above the lowest of the compared OMol25 structures with the same formula, charge and spin is 680.3 kJ/mol. Its HOMO-LUMO gap is 0.296 Eh. Its LUMO energy is -2.6 eV. The strongest force on any atom comes out at 4.965 eV/A. The energy is -333.28868 Eh. The calculation puts the HOMO energy at -10.60 eV.



3.
Computed, not measured: C4H4O2 as an isolated structure at a distorted geometry, with ωB97M-V/def2-TZVPD.

Each line ends with the Löwdin charge.
Atoms and positions in Å:
O1 -0.192 -1.117 1.045  -0.120
C1 0.922 -0.393 0.875  -0.132
C2 0.563 1.290 -0.205  -0.277
O2 1.102 2.338 -0.022  0.112
C3 -0.474 0.778 -1.013  -0.011
C4 -1.338 -0.129 -0.997  0.092
H1 -0.839 -0.993 0.184  0.051
H2 1.752 -0.962 0.395  0.111
H3 1.259 0.198 1.740  0.102
H4 -2.203 -0.334 -1.601  0.072

Its energy above the lowest of the compared OMol25 structures with the same formula, charge and spin is 394.2 kJ/mol. Its HOMO-LUMO gap is 0.328 Eh. Its LUMO energy is -0.5 eV. The strongest force on any atom comes out at 1.680 eV/A. The energy is -305.12930 Eh. The calculation puts the HOMO energy at -9.45 eV.



4.
Computed, not measured: a 5-piece molecular cluster, C19H18N5O11 overall at a distorted geometry, with ωB97M-V/def2-TZVPD.

Each line ends with the Löwdin charge.
Atoms and positions in Å:
N1 -18.645 5.657 0.231  -0.776
O1 -19.084 4.694 -0.314  -0.048
O2 -17.506 5.763 0.510  -0.024
O3 -19.355 6.599 0.325  -0.001
C1 -19.535 1.229 1.070  0.047
N2 -18.249 0.685 1.666  -0.391
O4 -17.309 0.531 0.909  0.059
O5 -18.183 0.640 2.928  0.006
H1 -19.359 2.302 1.002  0.082
H2 -20.336 1.090 1.796  0.085
H3 -19.897 0.812 0.130  0.099
C2 -24.608 3.422 -0.664  -0.168
C3 -23.361 3.826 -0.217  -0.152
C4 -22.822 4.956 -0.652  -0.056
C5 -23.524 5.813 -1.530  -0.135
C6 -24.797 5.413 -1.978  -0.056
C7 -25.311 4.189 -1.554  -0.153
N3 -22.869 7.075 -1.916  -0.454
O6 -23.413 7.680 -2.848  -0.131
O7 -21.998 7.576 -1.202  -0.054
H4 -25.009 2.485 -0.306  0.069
H5 -22.835 3.188 0.477  0.088
H6 -21.804 5.163 -0.356  0.093
H7 -25.369 5.953 -2.718  0.082
H8 -26.318 3.957 -1.867  0.078
C8 -20.774 2.598 4.451  -0.102
C9 -20.042 3.347 3.520  -0.078
C10 -20.681 4.407 2.901  0.011
C11 -21.987 4.764 3.214  -0.129
C12 -22.757 3.937 4.033  0.001
C13 -22.101 2.847 4.632  -0.103
N4 -22.530 5.969 2.555  -0.326
O8 -23.777 6.103 2.628  0.016
O9 -21.832 6.650 1.838  0.110
H9 -20.184 1.829 4.928  0.098
H10 -19.042 3.099 3.196  0.098
H11 -20.097 4.889 2.130  0.105
H12 -23.774 4.121 4.346  0.109
H13 -22.643 2.202 5.308  0.093
C14 -16.236 2.125 -2.965  -0.074
C15 -14.866 2.268 -3.138  -0.108
C16 -14.094 2.779 -2.163  -0.038
C17 -14.689 3.254 -0.980  -0.111
C18 -16.084 3.130 -0.854  0.001
C19 -16.874 2.610 -1.839  -0.058
N5 -13.896 3.833 0.116  -0.329
O10 -14.366 4.653 0.870  0.111
O11 -12.672 3.529 0.123  -0.001
H14 -16.854 1.647 -3.711  0.100
H15 -14.448 1.862 -4.047  0.098
H16 -13.023 2.899 -2.227  0.108
H17 -16.580 3.455 0.049  0.100
H18 -17.944 2.492 -1.753  0.111

Its expectation value of S² is 0.7644. Its spin multiplicity is 2. Its energy above the lowest of the compared OMol25 structures with the same formula, charge and spin is 8.4 kJ/mol. Its total charge is -2. Its HOMO-LUMO gap (alpha / beta) is 0.085 / 0.216 Eh. Its LUMO energy (alpha / beta) is 3.7 / 3.7 eV. The strongest force on any atom comes out at 6.829 eV/A. The energy is -1835.70980 Eh. The calculation puts the HOMO energy (alpha / beta) at 1.36 / -2.19 eV.



5.
Computed, not measured: a 2-piece molecular cluster, Cl3OPS overall at a distorted geometry, with ωB97M-V/def2-TZVPD.

Each line ends with the Löwdin charge.
Atoms and positions in Å:
Cl1 -0.462 1.824 0.224  0.131
P1 0.457 1.218 -1.430  -0.351
Cl2 1.945 -0.026 -0.896  0.116
Cl3 -0.992 -0.026 -1.936  0.123
O1 -0.545 -1.345 2.756  -0.674
S1 -0.403 -1.646 1.282  0.655

Its energy above the lowest of the compared OMol25 structures with the same formula, charge and spin is 204.5 kJ/mol. Its HOMO-LUMO gap (alpha / beta) is 0.284 / 0.284 Eh. Its LUMO energy (alpha / beta) is -1.6 / -1.6 eV. The strongest force on any atom comes out at 1.993 eV/A. Its structure (SMILES) is ClP(Cl)Cl.O=S. The energy is -2195.35544 Eh. The calculation puts the HOMO energy (alpha / beta) at -9.34 / -9.30 eV.



6.
Computed, not measured: C33H34N8O2S2Si2V as an isolated structure, with ωB97M-V/def2-TZVPD.

Each line ends with the Löwdin charge.
Atoms and positions in Å:
V1 0.951 0.288 0.267  0.168
C1 4.506 -0.210 -0.630  -0.226
Si1 3.433 0.555 0.735  0.493
C2 3.962 -0.250 2.372  -0.230
C3 4.031 2.348 0.979  -0.302
C4 5.354 2.718 1.237  -0.114
C5 5.692 4.038 1.495  -0.120
C6 4.700 5.015 1.505  -0.119
C7 3.384 4.661 1.246  -0.109
C8 3.034 3.333 0.979  -0.300
Si2 1.307 2.770 0.428  0.535
C9 1.100 3.544 -1.282  -0.200
C10 0.023 3.621 1.545  -0.236
H1 5.566 -0.136 -0.364  0.014
H2 4.357 0.319 -1.575  0.016
H3 4.266 -1.265 -0.786  0.008
H4 4.982 0.070 2.612  0.013
H5 3.931 -1.339 2.317  0.004
H6 3.304 0.073 3.182  0.018
H7 6.136 1.962 1.244  0.091
H8 6.723 4.309 1.693  0.085
H9 4.959 6.049 1.708  0.086
H10 2.619 5.432 1.242  0.091
H11 1.369 4.606 -1.229  0.021
H12 0.069 3.447 -1.635  0.016
H13 1.743 3.066 -2.025  0.031
H14 0.228 4.695 1.629  0.010
H15 0.011 3.192 2.549  -0.006
H16 -0.976 3.508 1.114  0.017
S1 0.067 0.222 2.425  0.639
C11 0.095 -1.465 2.907  -0.652
C12 -0.535 -1.844 4.087  -0.068
C13 -0.539 -3.165 4.523  -0.208
C14 -1.195 -3.511 5.743  -0.201
N1 -1.728 -3.768 6.731  0.134
C15 0.114 -4.137 3.743  -0.205
C16 0.746 -3.766 2.567  -0.062
C17 0.759 -2.436 2.121  -0.678
S2 1.583 -2.027 0.661  0.651
C18 0.145 -5.508 4.154  -0.193
N2 0.176 -6.614 4.473  0.139
H17 -1.035 -1.089 4.680  0.110
H18 1.246 -4.518 1.972  0.111
C19 -3.469 0.341 1.469  -0.101
O1 -4.436 0.744 0.503  -0.121
C20 -4.434 -0.091 -0.604  -0.261
C21 -5.346 -1.126 -0.667  -0.048
C22 -5.387 -1.961 -1.779  -0.146
C23 -4.492 -1.725 -2.817  -0.134
C24 -3.575 -0.690 -2.758  -0.031
C25 -3.511 0.156 -1.642  -0.208
N3 -2.601 1.178 -1.543  0.037
C26 -2.017 1.759 -2.721  -0.173
C27 -0.827 1.334 -3.305  -0.228
C28 -0.580 1.637 -4.690  -0.088
C29 0.545 1.247 -5.375  -0.162
C30 1.557 0.508 -4.752  -0.156
C31 1.390 0.232 -3.400  -0.057
C32 0.271 0.642 -2.691  -0.303
O2 0.295 0.443 -1.340  -0.298
H19 -3.709 -0.653 1.863  0.089
H20 -3.496 1.069 2.278  0.090
H21 -2.467 0.318 1.042  0.035
H22 -6.026 -1.256 0.167  0.111
H23 -6.102 -2.773 -1.831  0.077
H24 -4.502 -2.363 -3.695  0.089
H25 -2.869 -0.521 -3.561  0.110
H26 -2.804 1.799 -0.774  0.113
H27 -2.729 2.258 -3.378  0.076
H28 -1.350 2.195 -5.215  0.088
H29 0.635 1.516 -6.424  0.078
H30 2.439 0.180 -5.286  0.067
H31 2.157 -0.295 -2.840  0.100
N4 -3.159 -5.234 -1.428  0.112
N5 -2.591 -4.031 -0.997  -0.308
N6 -2.835 -3.526 0.184  0.135
C33 -2.099 -2.418 0.127  -0.217
N7 -1.452 -2.291 -1.036  0.060
N8 -1.779 -3.338 -1.751  0.070
H32 -4.137 -5.178 -1.155  0.078
H33 -3.130 -5.180 -2.443  0.080
H34 -2.038 -1.700 0.928  0.076

Its expectation value of S² is 0.7939. Its spin multiplicity is 2. Its energy above the lowest of the compared OMol25 structures with the same formula, charge and spin is 0.0 kJ/mol. Its total charge is -2. Its HOMO-LUMO gap (alpha / beta) is 0.176 / 0.178 Eh. Its LUMO energy (alpha / beta) is 4.4 / 4.4 eV. The strongest force on any atom comes out at 0.422 eV/A. The energy is -4185.84809 Eh. The calculation puts the HOMO energy (alpha / beta) at -0.42 / -0.46 eV.



no.,molecular weight (g mol⁻¹)
1,94.13
2,86.05
3,84.07
4,492.38
5,185.40
6,745.94